[1]
92
Properties=species:S:1:pos:R:3:forces:R:3 method="wB97M-V/def2-TZVPD" de_lowest_kj_mol=107.6 multiplicity=5 charge=-1 homo_ev="-3.24 / -3.84" e_tot_ev=-102851.7317
C 1.260828 0.363274 2.715779 -0.051 -0.236 0.044
F -6.725045 -4.331333 4.657721 -0.013 0.047 -0.117
H -0.756868 3.259421 -5.975365 -0.015 0.005 0.008
C 2.658103 0.067578 -4.066864 -0.026 0.081 0.049
C 3.031362 -1.218751 3.334823 0.051 -0.049 0.018
F -7.990640 -2.893549 3.650790 0.135 -0.115 -0.029
C 0.790329 -1.780166 -0.896795 0.158 -0.112 -0.336
C -1.797305 1.341915 -3.349209 0.105 -0.007 0.035
H -3.341664 -0.793505 -4.155298 0.027 -0.064 0.022
H 0.760493 0.785212 1.816574 0.382 0.087 0.855
H 1.015232 -2.837339 -0.890797 -0.010 0.026 -0.063
H 2.948078 -0.788620 4.325814 -0.011 0.050 -0.025
C -4.531751 -2.091366 1.092981 0.136 0.113 -0.031
C -3.644778 -1.931085 3.325147 0.145 0.156 -0.183
H 3.682339 -0.178742 -3.781385 -0.020 0.009 -0.040
C 0.035324 -1.204006 -1.862659 0.156 -0.413 -0.167
C 3.844012 -2.807085 -0.571840 -0.238 -0.109 -0.140
C -3.423392 -0.561928 -3.091187 -0.005 0.123 0.043
C 3.955496 -2.223213 3.114434 0.033 -0.027 0.080
C 3.300697 -2.268263 0.760396 0.075 0.185 -0.066
H -0.261932 -1.741209 -2.760504 -0.129 -0.050 0.108
N 1.231627 -0.975687 0.138844 0.327 0.400 -0.132
C 2.002620 1.539679 3.354655 -0.074 0.073 -0.172
H 2.263733 1.308988 4.388646 0.049 -0.040 -0.010
H -2.982844 0.595449 -0.722183 0.183 -0.121 0.281
H 3.847645 1.896614 -2.319007 0.008 -0.003 -0.026
N -0.351661 0.110439 -1.698340 -0.294 0.474 0.317
C -1.425714 -0.346764 1.019101 -0.772 -0.035 0.209
S 2.470214 4.227306 0.873797 -0.231 -0.026 0.011
C -3.467008 1.288866 -1.392460 -0.048 0.149 -0.073
C 2.211080 5.513727 2.143261 0.155 -0.242 -0.055
H -3.882261 1.493255 -3.450119 0.034 -0.072 -0.066
C 0.538660 2.225577 -4.612277 -0.012 0.002 0.013
C -6.941984 -3.739361 3.463608 -0.374 -0.116 0.113
H -2.701644 -1.166383 -2.538225 -0.019 -0.002 -0.001
H 2.681305 0.548732 -5.047561 0.018 -0.007 -0.024
H 3.737021 -4.564198 -1.844710 0.002 -0.037 0.008
H 2.723443 6.422317 1.833394 -0.026 0.037 0.043
C -2.386623 -0.959130 1.449938 0.332 0.221 -0.114
H 0.377523 6.382795 1.425653 0.009 -0.045 -0.022
H -4.832362 -2.817721 4.868163 0.029 0.001 -0.007
H -0.532635 0.621356 3.919745 0.005 0.004 -0.003
H -4.443851 -1.884979 0.034232 0.033 0.009 0.008
C -0.538252 0.942642 -2.837651 0.193 0.050 -0.438
H 1.916140 0.465886 -2.090978 -0.003 -0.102 0.018
C 2.903891 2.215735 -2.769318 -0.055 -0.016 0.039
H 2.412559 2.903908 -2.079862 0.014 0.011 -0.021
N 0.144837 4.355178 2.035927 -0.021 -0.170 0.175
C -0.688673 2.613299 -5.108284 0.063 -0.001 -0.062
H 0.645475 -0.537520 4.572215 0.042 0.041 0.009
H -4.546237 1.237221 -1.216124 0.025 -0.005 0.013
H -6.411710 -3.101400 0.906524 0.036 0.012 -0.039
H 3.137849 2.755954 -3.689904 0.018 0.007 -0.004
H -0.854301 4.337323 1.887736 -0.039 -0.014 -0.023
H 3.850264 -0.846074 -1.480279 -0.021 0.065 -0.078
C 2.234368 -1.348211 1.021876 0.027 -0.245 0.410
C 2.206689 -0.760347 2.324453 -0.050 -0.047 -0.207
H 4.914955 -2.909142 -0.375125 -0.039 -0.041 0.053
H -3.125056 2.297201 -1.155000 0.003 0.006 0.037
H -2.865878 -1.596480 3.997485 -0.006 -0.013 0.016
C 0.815954 3.597956 1.051138 0.172 0.364 -0.171
C 0.627619 1.396459 -3.503064 -0.065 -0.054 0.256
H 0.388872 6.086868 3.181031 0.042 0.068 -0.019
C -5.630218 -2.768907 1.578030 -0.151 -0.143 0.188
C -1.829355 2.158404 -4.479155 -0.042 0.166 -0.003
H 2.911528 1.768226 2.800177 0.028 0.065 0.016
H 2.871127 -2.014507 -2.368561 -0.150 0.048 0.024
C 3.346258 -4.227293 -0.880779 0.099 0.108 -0.006
H 2.258732 -4.279594 -0.914325 0.045 -0.036 -0.052
H -4.429112 -0.829077 -2.754592 0.002 -0.046 -0.013
C 0.178715 -0.165627 3.658186 -0.088 0.085 -0.068
H 4.887697 -3.402353 1.617958 -0.026 -0.015 -0.026
H -2.795232 2.463689 -4.867300 -0.005 -0.038 0.018
C -3.513018 -1.654417 1.955742 -0.406 -0.311 0.138
H -0.369180 -0.975913 3.185305 0.004 -0.028 0.067
H 4.627989 -2.105364 -2.448601 -0.027 -0.006 -0.023
C -3.168889 0.929086 -2.841456 0.051 -0.249 0.116
C 0.702131 5.688724 2.213581 -0.019 0.058 -0.003
Cr 0.049136 0.590652 0.125692 0.087 0.161 -1.113
S -0.036261 2.963470 -0.320181 -0.106 -0.298 0.081
C 3.780251 -1.888144 -1.793323 -0.018 -0.039 0.303
C -4.742857 -2.611167 3.809746 -0.190 -0.126 0.028
H 2.627330 5.166980 3.089090 -0.074 0.036 0.044
H 3.688462 -4.918741 -0.108397 -0.051 -0.038 -0.008
H 1.449479 2.577740 -5.082242 -0.010 -0.016 -0.030
F -7.392250 -4.702365 2.626945 0.064 0.110 0.083
H 2.090669 -0.860885 -4.153186 0.008 0.017 -0.060
H 1.368383 2.426113 3.351064 -0.019 0.006 0.053
C 4.093339 -2.692488 1.827300 -0.001 0.027 0.116
C -5.739231 -3.041618 2.939498 0.314 0.198 -0.092
C 2.012720 0.998714 -3.034393 0.127 0.065 -0.094
H 4.587089 -2.587909 3.914669 0.004 0.002 -0.012

[2]
95
Properties=species:S:1:pos:R:3:forces:R:3 method="wB97M-V/def2-TZVPD" multiplicity=1 homo_ev=-6.71 e_tot_ev=-171969.5924
H -3.815875 2.096911 0.354377 1.559 0.477 -0.058
H -3.651851 -4.138419 -1.339849 -1.109 1.158 -0.164
H -0.016804 1.465682 -4.994493 0.066 0.530 -0.442
H -2.748748 -5.110656 2.952308 -0.266 0.490 0.078
C -3.801183 -1.420411 2.722739 0.396 0.236 -0.180
C 2.517955 -2.502781 0.140250 -1.293 -0.006 -0.743
C -3.200674 -3.456010 1.634993 -0.369 -0.425 0.333
H -6.498614 -1.294303 0.235603 0.494 -0.036 0.235
C 4.347003 2.803323 0.043038 0.136 -0.826 -0.187
C 5.054289 5.052456 0.507547 0.161 0.230 -0.335
C -3.867493 -2.025827 3.937921 -0.372 -2.024 0.450
H 5.236173 1.222527 1.321729 -0.054 0.619 -0.310
C 5.203744 2.293211 1.067865 -0.339 0.716 -0.832
C -3.560587 -2.125810 1.550836 0.400 0.852 -0.821
H -2.419096 2.541362 -2.766960 -0.535 0.005 1.083
C 4.893498 -2.786166 0.350789 0.906 -0.523 -1.586
H 7.167581 5.212432 3.057155 -2.509 0.893 -1.250
H 1.457708 1.389776 -3.938781 -0.067 -0.200 0.101
C -7.332117 0.608688 0.266426 -1.858 0.748 0.174
H 5.027198 6.116772 0.269253 -0.070 -0.227 0.134
C 5.988294 3.206233 1.770017 -0.339 -0.724 0.300
O 3.929771 0.551801 -1.408773 -1.444 2.426 0.325
C 2.536468 -2.467509 -1.302768 2.243 0.337 1.536
O -0.164054 1.477560 -1.684946 -0.999 0.924 -5.121
H -7.991676 2.679050 0.076156 -0.251 -0.082 0.126
H -4.838883 -1.467059 -3.532052 -0.269 0.097 0.226
H 0.227571 0.008627 -4.091918 0.637 1.357 0.307
H 4.021054 -2.433972 -2.977816 -0.482 -0.195 2.053
H -3.518169 -3.873556 5.010491 -0.227 0.091 -0.417
C -4.766436 1.667875 0.324406 -2.167 -1.632 -0.560
H 6.444099 -3.950864 -2.118312 0.219 0.145 -0.036
C -0.422978 1.673441 -2.927471 0.366 0.820 2.212
C 5.036352 -2.735737 -1.068079 -1.714 -0.142 1.633
H 7.159141 -2.840117 -0.897137 0.046 -0.062 -0.216
C -3.106987 -4.073717 2.891283 -0.473 -0.237 -0.029
C 2.006820 2.922345 3.192034 -0.023 0.896 2.300
N 2.094299 1.168978 0.122027 -0.009 0.897 -0.381
C 3.664192 -2.658799 0.957527 -0.834 0.493 -0.421
C 5.812192 4.605727 1.580258 -0.134 -0.740 0.915
Lu -0.057098 0.269896 -0.001570 -0.839 -4.288 -0.187
H -1.814501 2.551316 -4.339249 0.146 -0.235 -0.843
C -5.877897 2.526398 0.231858 0.679 -1.061 0.186
H -2.686441 -2.794711 -3.264163 -0.205 0.587 -0.103
C -3.894157 -1.903060 -1.652113 0.186 0.619 0.597
H -1.792828 -2.493633 -1.813331 -0.489 0.709 -0.512
H -1.221354 2.030659 2.770300 -0.238 -0.183 0.260
C -6.246565 -0.237921 0.315455 -0.044 0.021 -0.633
C 0.400759 1.145016 -4.061952 -0.645 -2.085 0.827
C 1.740533 1.723440 1.279419 -0.818 -0.705 2.308
C 3.605353 -2.621001 2.457710 -0.903 0.299 0.836
H -3.820407 -0.358707 2.707232 -0.635 0.903 -0.227
Se 0.755168 -2.404270 0.991074 0.062 1.024 -0.368
C 3.854736 -2.529835 -1.825192 0.543 -0.189 -2.053
H -2.230927 -1.059407 -2.870860 -0.219 -0.638 0.212
H -1.095072 3.638046 -3.210615 0.062 0.305 0.259
H 4.588322 -2.395907 2.871079 0.052 -0.132 -0.020
H 6.644084 2.763215 2.556401 -0.534 0.837 -0.552
C -1.517673 2.645239 -3.318833 0.702 -0.601 0.159
H 6.248915 6.435989 2.253923 0.229 1.067 -0.193
H 2.743981 3.443080 3.850550 -0.709 -0.421 -0.382
H 0.190442 3.473934 4.377017 0.677 -0.511 -1.043
H -8.398096 0.212436 0.240650 1.581 0.383 0.063
O -2.066337 -0.212622 0.068795 0.211 0.420 -0.430
C -4.469940 -3.337315 -1.350537 -0.225 -0.528 -0.061
N 6.224384 5.504473 2.582371 2.641 -2.093 0.883
C 0.645506 2.936203 3.508617 -1.623 -0.323 -0.472
H 2.887022 -1.867364 2.873664 0.583 -0.408 -0.681
O 2.581243 2.656178 -1.894578 -0.141 -0.580 0.057
N 2.542578 2.269893 2.215815 0.544 -0.106 -2.385
S 3.210228 1.761003 -0.946788 2.558 -1.897 1.161
H 1.405827 -2.574592 -3.180125 0.113 0.215 -0.032
H 6.505871 -2.172425 -2.442947 0.421 -0.592 0.238
H -4.539098 0.037936 -2.669266 0.077 -0.714 0.454
C -3.564200 -3.391024 4.028203 1.058 -0.139 -0.217
C 6.394182 -2.956711 -1.666075 -0.634 0.813 -0.626
Si -3.486879 -0.990851 0.018457 -0.709 -0.156 0.409
C -4.854278 -1.022603 -2.519701 -0.572 -0.294 -0.263
H 3.237578 -3.558621 2.900950 0.214 0.045 -0.245
C 4.360650 4.149014 -0.286573 -0.398 -0.135 -0.878
C -4.930625 0.253539 0.260990 0.327 0.695 0.487
H 1.099129 -1.094761 -2.170572 0.344 -0.293 -0.345
C -0.156809 2.135510 2.654666 1.539 0.975 1.364
C -2.588315 -2.033829 -2.467840 0.808 -1.009 0.822
H -5.078805 -3.499166 -0.412713 0.882 0.667 -0.688
C -7.161872 2.003703 0.214807 0.418 -0.387 -0.287
H -3.093333 -4.008010 0.705880 0.475 -0.142 0.388
C 1.308945 -2.189764 -2.165806 0.583 0.225 0.928
H -5.918240 -0.976478 -2.166312 1.015 -0.192 -0.233
H -5.212920 -3.568695 -2.130953 0.475 -0.220 -0.140
N 0.385778 1.467796 1.646976 1.414 1.940 0.110
H 0.435582 -2.605255 -1.683729 -0.162 -0.431 -0.025
H -4.286618 -1.565755 4.801545 0.178 0.715 0.570
H 5.789930 -3.038374 0.952818 -0.587 0.437 -0.303
H -5.664154 3.568964 0.113883 -0.252 0.550 0.168
H 3.835535 4.456729 -1.226388 0.365 -0.116 1.247

[3]
98
Properties=species:S:1:pos:R:3:forces:R:3 method="wB97M-V/def2-TZVPD" de_lowest_kj_mol=57.1 multiplicity=4 charge=+2 homo_ev="-12.61 / -12.74" e_tot_ev=-267629.2282
C 4.748074 -2.423028 1.424536 -0.015 0.225 0.050
H 4.033474 3.372372 -0.762764 -0.051 0.032 -0.071
C 4.020874 2.300072 -0.964664 -0.018 -0.265 0.052
C -2.317526 3.616972 -0.171364 -0.989 0.727 -1.099
H 1.843174 0.011772 -4.698164 -0.096 0.030 -0.059
H -5.200126 0.324472 0.272936 -0.006 -0.015 -0.001
C 4.362374 -1.114528 1.214536 0.048 0.118 0.029
H 1.977974 -1.297428 -5.882864 -0.108 -0.029 -0.136
C 3.379274 -1.466628 -4.252564 -0.172 -0.084 -0.147
Cl -3.748526 7.263672 0.525836 0.090 0.071 0.200
C -3.441526 -2.352828 2.572036 0.124 0.433 1.002
H -5.842726 -1.134728 1.072436 0.030 0.063 -0.053
C 2.540774 -0.642628 -5.222564 0.118 0.031 0.194
C 6.219774 2.165872 0.296836 -0.017 -0.108 -0.232
O -3.894826 2.009172 -3.833364 0.408 -0.304 0.385
H 3.826574 -0.813028 -3.498164 0.138 -0.027 0.038
C 3.460774 -0.869228 0.183136 0.018 -0.871 -0.374
C -2.809626 0.021272 -3.099364 -0.254 -0.255 -0.499
H -5.172026 0.015872 4.560036 -0.097 -0.064 -0.045
C -3.003426 -2.116828 -4.149264 0.137 0.151 0.301
H -3.712126 0.833672 3.977236 0.085 0.033 -0.129
O -0.818626 3.650872 2.303836 0.076 -0.527 -0.391
N -0.266626 0.436572 0.910336 0.691 0.116 1.435
C -0.099426 1.444172 1.796336 0.279 -0.076 0.350
C 1.984474 -0.072128 -1.258364 -0.493 0.130 0.047
C -2.261026 -2.635628 -3.096964 -0.024 0.194 -0.049
H 0.962274 -2.975428 -2.229564 -0.055 0.118 0.049
C 5.455274 1.772872 -0.965564 -0.134 0.272 0.072
C -4.121926 5.390272 -1.380664 0.368 -0.170 0.385
H 0.753774 2.184872 3.588236 -0.006 0.089 0.054
N -1.487626 2.634172 0.327936 -0.161 -0.185 -0.320
H -5.163426 -3.104528 5.292536 -0.116 0.031 -0.074
H 1.920874 0.001972 4.086036 0.073 -0.043 0.119
H -3.359126 -2.749328 -4.946764 -0.038 -0.085 -0.066
H 3.612574 1.651172 1.061536 -0.136 -0.068 0.074
C 0.676674 1.326172 2.939636 -0.066 -0.097 -0.229
C -4.095626 0.100172 4.681736 0.275 -0.482 0.051
Tc -1.394326 0.971872 -0.742664 0.359 -0.502 -0.111
C 1.306274 0.121372 3.208836 -0.260 0.071 -0.351
H 3.182474 -0.018028 -5.837864 -0.020 0.103 -0.054
H 1.517774 -1.906728 2.520036 0.039 -0.123 -0.057
C -3.873226 4.165672 -1.977664 -0.115 0.103 -0.171
C -3.456826 5.743272 -0.185564 -0.013 -0.454 -0.419
H -2.056926 5.141572 1.317736 -0.116 0.012 -0.104
H 5.993474 3.191872 0.583236 0.032 0.073 0.038
Cl -5.226526 6.483472 -2.088664 -0.095 -0.058 -0.184
C -3.187926 1.474672 -3.009964 -0.501 -0.468 -0.902
C 2.978674 -1.930028 -0.608464 0.536 0.289 0.696
H 5.959174 2.199672 -1.833564 0.002 -0.093 -0.032
N -2.048826 -0.472928 -2.100764 -0.669 -0.597 -0.831
Se -3.335426 -1.132428 1.057636 0.131 0.123 -0.399
N 2.828674 0.271672 -0.269264 -0.425 -0.422 -0.459
H 4.569274 -4.482128 0.863136 0.050 -0.111 -0.004
H -3.886626 -0.289728 -4.904264 -0.042 0.062 -0.010
C -2.975626 3.265772 -1.400264 0.083 1.393 1.053
C 1.511674 -2.111628 -2.614064 -0.150 -0.492 -0.746
H 4.744274 -0.322628 1.837536 0.060 0.125 0.055
N -2.659826 2.016772 -1.871264 0.548 0.048 0.718
H 0.822774 -1.439628 -3.129164 -0.022 -0.089 0.141
C -4.112726 -3.047528 5.560336 0.339 0.419 -0.113
Ge -3.212626 -1.659328 4.489136 -0.194 -0.172 -0.784
H -0.895826 -0.518328 4.699536 -0.050 0.114 -0.004
C 1.088874 -0.935528 2.332636 -0.070 0.143 0.022
C -2.562026 4.858772 0.405436 0.008 0.187 0.130
H 2.093374 -3.180128 -4.356464 -0.011 -0.116 0.011
H -0.691426 -2.191728 4.172036 0.004 -0.156 -0.115
H -4.046826 -2.782328 6.610036 -0.018 -0.002 0.205
C -3.291626 -0.761928 -4.136964 0.113 0.230 0.207
H -1.063626 -1.838928 5.851836 0.067 -0.008 0.139
C -5.099126 -0.341228 1.127536 -0.156 -0.050 0.203
H 3.559774 2.144772 -1.947064 0.007 0.145 0.076
C 3.121774 1.642872 0.089536 0.138 0.911 -0.032
C -1.808826 -1.787328 -2.101264 0.178 -0.206 0.063
H -5.219826 0.219172 2.051036 0.003 0.023 -0.052
H 2.173574 2.189172 0.152936 0.188 -0.162 0.126
H -4.413026 -2.840428 2.493036 -0.002 -0.025 -0.112
H 2.974474 -4.058428 -0.968164 -0.048 -0.166 -0.129
H 0.109274 -1.548028 0.524336 0.040 -0.046 -0.011
H -1.224626 -2.166028 -1.272964 -0.043 -0.032 0.003
H 7.287974 2.096772 0.119536 0.139 -0.030 0.097
Se 0.723274 1.118672 -2.079264 0.121 0.291 -0.095
C 2.593374 -2.592928 -3.585664 0.110 0.247 0.073
H 4.196974 -1.928628 -4.805464 0.108 0.039 0.086
H -4.368826 3.909972 -2.902164 -0.004 0.103 0.097
H 5.985174 1.513472 1.134236 -0.014 -0.016 0.175
H -3.909426 0.473772 5.684336 0.029 0.071 0.142
H 3.290274 -3.248728 -3.063764 -0.072 -0.116 -0.024
H 5.443274 -2.646628 2.216636 0.101 0.014 0.114
N 2.085174 -1.389928 -1.503764 -0.067 0.670 0.342
H 5.459274 0.686672 -1.089664 0.072 -0.035 -0.106
C -1.255126 -1.535328 4.826736 -0.630 -0.004 0.089
C 0.299974 -0.737028 1.215636 -0.001 -0.331 -0.139
H -2.031826 -3.685628 -3.052764 0.059 -0.177 0.088
H -2.676226 -3.108828 2.402836 0.006 -0.048 -0.093
C -0.831626 2.724372 1.521136 0.284 0.264 0.691
C 4.254774 -3.474128 0.646836 -0.171 -0.008 -0.171
H -3.666426 -4.029628 5.430636 0.093 -0.048 -0.076
C 3.365374 -3.246228 -0.381964 0.024 -0.025 0.093